Run a
Below is a molecular structure, C3H8N2O2S, with properties calculated with ωB97M-V with the def2-TZVPD basis set.

Geometry (Å):
C: -0.6065 0.3235 -0.1173
C: -0.5562 0.7273 -1.5501
C: -0.4890 -1.6851 1.3402
N: 0.3115 1.1159 0.7195
N: -0.3161 -1.0749 0.0161
O: 2.3917 1.2403 -0.9164
O: 1.4982 -0.8745 -0.0227
S: 1.8984 0.6381 0.2953
H: -1.6147 0.3894 0.1239
H: 0.4546 0.8051 -2.0368
H: -0.8295 1.6803 -1.6433
H: -1.1261 0.0607 -2.0164
H: -1.4026 -2.3213 1.4213
H: 0.4656 -2.2905 1.4380
H: -0.4359 -0.8502 2.2368
H: 0.3566 2.1161 0.7119

The orbital gap (spin up / spin down) is 9.0 / 9.0 eV. Its total charge is 0. Its HOMO energy (spin up / spin down) is -9.493 / -9.493 eV.

Atom charges from the natural (NBO) analysis, given in e for atoms 1 to 4:
1 C 0.041
2 C -0.628
3 C -0.487
4 N -0.857



Run b
Below is C3H8N2O2S in the gas phase, with properties calculated with ωB97M-V with the def2-TZVPD basis set.

Geometry (Å):
C: 0.4626 -0.7661 -0.9761
C: -0.4979 -0.9271 -2.1443
C: -1.7097 -0.4015 -2.1662
N: 1.3290 1.1541 2.6453
N: 0.2564 1.7017 2.0133
O: 0.1822 0.3020 -0.1578
O: -0.2645 -0.7748 2.1130
S: -0.7198 0.3748 1.2994
H: 0.4429 -1.8342 -0.6618
H: 1.5812 -0.6193 -1.3455
H: -0.1325 -1.3790 -3.0043
H: -2.5613 -0.4742 -2.8690
H: -2.1470 0.1256 -1.3097
H: 1.0029 0.5187 3.3318
H: 2.1116 0.7860 2.0188
H: 0.6640 2.2132 1.2130

The orbital gap is 9.8 eV. Its total charge is 0. Its HOMO energy is -8.981 eV.

Atom charges from the natural (NBO) analysis, given in e for atoms 1 to 4:
1 C -0.101
2 C -0.211
3 C -0.406
4 N -0.648



Relative energies, hartree: run a 0.0180; run b 0.0000.



Run a
Below is a molecular structure, CH4NO, with properties calculated with ωB97M-V with the def2-TZVPD basis set.

Geometry (Å):
N: -0.3154 -0.3328 1.0976
C: 0.4242 0.1612 -0.5664
O: 0.3730 -0.4707 -1.6775
H: -0.7802 -1.1824 0.5930
H: -1.1760 0.1761 1.0060
H: 1.5849 0.5423 -0.2281
H: -0.1105 1.1062 -0.2247

The orbital gap is 7.7 eV. Its total charge is -1. Its HOMO energy is -2.564 eV.

Atom charges from the natural (NBO) analysis, given in e for atoms 1 to 4:
1 N -1.045
2 C 0.203
3 O -0.822
4 H 0.307



Run b
Below is 2 unconnected molecules or ions with the total composition CH4NO, with properties calculated with ωB97M-V with the def2-TZVPD basis set.

Geometry (Å):
N: 0.8885 0.7661 0.5570
C: -0.2966 1.1170 0.2844
O: -0.0230 -1.6169 -0.6068
H: -0.9955 0.3237 -0.0019
H: 0.9700 -0.2201 0.2455
H: 0.0656 -2.5259 -0.8864
H: -0.6090 2.1561 0.4081

The orbital gap is 7.5 eV. Its total charge is -1. Its HOMO energy is -2.672 eV.

Atom charges from the natural (NBO) analysis, given in e for atoms 1 to 4:
1 N -0.660
2 C -0.100
3 O -1.371
4 H 0.202



Run c
Below is a gas-phase ion, CH4NO (charge -1), with properties calculated with ωB97M-V with the def2-TZVPD basis set.

Geometry (Å):
N: 0.7981 -0.4895 -0.1357
C: -0.4499 0.3795 -0.1208
O: -1.5134 -0.3151 -0.4618
H: 1.5007 -0.2717 0.5752
H: 0.4217 -1.4095 0.0472
H: -0.5553 0.8668 0.9027
H: -0.2019 1.2395 -0.8067

The orbital gap is 7.3 eV. Its total charge is -1. Its SMILES is NC[O-]. Its HOMO energy is -2.016 eV.

Atom charges from the natural (NBO) analysis, given in e for atoms 1 to 4:
1 N -0.935
2 C 0.158
3 O -0.935
4 H 0.310



Relative energies, hartree: run a 0.0558; run b 0.0142; run c 0.0000.



Run a
Below is C10H20N4O4 in the gas phase, with properties calculated with ωB97M-V with the def2-TZVPD basis set.

Geometry (Å):
C: 0.2190 0.0502 0.8349
C: 0.3244 -0.3159 -0.6283
C: 1.4257 0.9160 1.2667
C: 1.3818 1.3625 2.7456
C: 0.0965 2.1627 3.0858
C: 0.1580 2.7765 4.5224
C: -1.1107 -1.3142 -2.4117
C: -0.9604 -2.7563 -1.9340
C: -0.0266 -1.0889 -3.4760
C: -0.5998 -1.4128 -4.8457
H: 0.9008 -1.5460 1.8959
H: -0.5969 -1.8113 1.3588
H: -0.6570 0.6699 0.8632
H: 2.3077 0.2526 1.0519
H: 1.5357 1.7640 0.5362
H: 2.3046 1.9487 2.9189
H: 1.4127 0.4311 3.3515
H: -0.7060 1.4064 3.0920
H: -0.1715 2.9571 2.3909
H: 0.4198 2.0266 5.3035
H: 1.0151 3.4583 4.6066
H: -1.3027 4.2009 4.3068
H: -1.8217 2.7317 4.9338
H: -1.7441 -0.2103 -0.8001
H: -2.1191 -1.1795 -2.8584
H: 0.2624 -0.0013 -3.5308
H: 0.8628 -1.6721 -3.2546
H: 0.2197 -1.6233 -6.7197
H: 1.3508 -1.2281 -5.4975
H: -0.7556 -4.5427 -2.7426
N: 0.0222 -1.0544 1.7462
N: -1.0631 3.4402 4.9459
N: -0.8853 -0.4398 -1.3029
N: 0.4378 -1.5505 -5.7349
O: 1.3729 -0.5943 -1.1102
O: -0.8424 -3.1028 -0.7666
O: -1.7774 -1.4993 -5.1163
O: -0.8900 -3.6116 -3.0273

The orbital gap is 9.6 eV. Its total charge is 0. Its SMILES is NCCCC[C@H](N)C(=O)N[C@@H](CC(N)=O)C(=O)O. Its HOMO energy is -9.071 eV.

Atom charges from the natural (NBO) analysis, given in e for atoms 1 to 4:
1 C -0.143
2 C 0.698
3 C -0.390
4 C -0.404



Run b
Below is C10H20N4O4 in the gas phase, with properties calculated with ωB97M-V with the def2-TZVPD basis set.

Geometry (Å):
C: 0.3213 -0.9493 2.1833
C: 0.6609 0.2882 1.3599
C: 1.5189 -1.9165 2.2674
C: 2.0989 -2.2622 0.8690
C: 0.1706 1.5672 -0.7257
C: -0.4858 2.8337 -0.1723
C: -0.3591 1.1830 -2.1179
C: -1.8509 1.1128 -2.3938
C: -2.5539 -0.0804 -1.7106
C: -2.1112 -1.5176 -2.0662
H: -1.1493 -2.4195 2.1378
H: -1.7440 -0.9597 1.8212
H: 0.1969 -0.5584 3.2373
H: 2.2432 -1.4044 2.8879
H: 1.1556 -2.8534 2.6787
H: 3.0590 -0.3688 0.7241
H: 3.4818 -1.6601 -0.4088
H: -0.6315 -0.2660 -0.0889
H: 1.2248 1.7804 -0.8109
H: 0.0653 0.1843 -2.3626
H: 0.1363 1.8668 -2.8613
H: -2.3664 2.0255 -2.0939
H: -2.0294 1.0592 -3.4628
H: -2.4579 0.0394 -0.5979
H: -3.6454 -0.0243 -1.9555
H: -1.9850 -1.6563 -3.1235
H: -2.9929 -2.1247 -1.8054
H: -0.4385 -2.7144 -1.7681
H: -1.0039 -2.1219 -0.3756
H: -0.4312 4.7244 -0.3733
N: -0.9093 -1.5698 1.6879
N: 3.0060 -1.3614 0.4297
N: 0.0055 0.4373 0.2137
N: -0.8807 -1.9009 -1.3501
O: 1.4806 1.0613 1.8398
O: 1.8243 -3.2769 0.2626
O: -1.3899 2.8537 0.6536
O: 0.1228 3.9447 -0.6592

The orbital gap is 9.8 eV. Its total charge is 0. Its SMILES is NCCCC[C@H](NC(=O)[C@@H](N)CC(N)=O)C(=O)O. Its HOMO energy is -9.074 eV.

Atom charges from the natural (NBO) analysis, given in e for atoms 1 to 4:
1 C -0.114
2 C 0.674
3 C -0.499
4 C 0.680



Relative energies, hartree: run a 0.0151; run b 0.0000.



Run a
Below is C4HNO in the gas phase, with properties calculated with ωB97M-V with the def2-TZVPD basis set.

Geometry (Å):
O: -0.2561 0.5178 1.9343
C: -0.0582 0.4996 0.7467
C: -0.4860 -0.5554 -0.1480
C: -0.8827 -1.4090 -0.9003
C: 0.9454 1.3886 0.1085
N: 2.0189 1.7154 -0.1864
H: -1.2814 -2.1570 -1.5548

The orbital gap is 10.4 eV. Its total charge is 0. Its SMILES is C#CC(=O)C#N. Its HOMO energy is -11.652 eV.

Atom charges from the natural (NBO) analysis, given in e for atoms 1 to 4:
1 O -0.412
2 C 0.432
3 C -0.144
4 C -0.072



Run b
Below is C4HNO in the gas phase, with properties calculated with ωB97M-V with the def2-TZVPD basis set.

Geometry (Å):
O: -0.5279 -1.7134 0.1488
C: -0.3393 -0.5233 0.0561
C: 1.0052 0.0685 -0.0683
C: 1.7132 1.1498 -0.1734
C: -1.4809 0.4162 0.0629
N: -2.4016 1.1192 0.0705
H: 1.8876 -0.6121 -0.0852

The orbital gap is 10.4 eV. Its total charge is 0. Its HOMO energy is -11.818 eV.

Atom charges from the natural (NBO) analysis, given in e for atoms 1 to 4:
1 O -0.426
2 C 0.476
3 C -0.699
4 C 0.353



Run c
Below is C4HNO in the gas phase, with properties calculated with ωB97M-V with the def2-TZVPD basis set.

Geometry (Å):
O: -0.8727 -1.3338 0.0369
C: -0.5226 -0.1756 0.1258
C: 0.9343 0.1167 0.0332
C: 2.1378 0.1391 -0.1258
C: -1.8700 0.4426 0.1443
N: -3.0168 0.6100 0.0703
H: 3.2100 0.2010 -0.2848

The orbital gap is 9.8 eV. Its total charge is 0. Its SMILES is C#CC(=O)C#N. Its HOMO energy is -11.028 eV.

Atom charges from the natural (NBO) analysis, given in e for atoms 1 to 4:
1 O -0.406
2 C 0.420
3 C -0.132
4 C -0.082



Relative energies, hartree: run a 0.0000; run b 0.0619; run c 0.0326.



Run a
Below is 4 unconnected molecules or ions with the total composition C2H13NO3S, with properties calculated with ωB97M-V with the def2-TZVPD basis set.

Geometry (Å):
C: -0.2954 -0.1338 0.0321
C: -0.1232 -0.4522 1.5355
S: 1.5229 -1.1713 1.8062
N: -1.3945 0.8051 -0.1644
H: -0.4865 -1.0613 -0.5020
H: 0.6196 0.3288 -0.3431
H: -0.8834 -1.1653 1.8223
H: -0.1513 0.4975 2.0599
H: 1.1891 -2.2480 2.5476
H: -1.9935 0.5826 -0.9423
H: -1.0678 1.7450 -0.3065
H: 2.0218 0.5527 -2.7888
H: 1.0874 1.5153 -3.4951
O: 1.0820 0.7090 -2.9255
H: -3.1093 0.2892 1.0706
H: -4.2428 0.8216 1.9453
O: -3.5798 0.1278 1.8840
H: 2.7137 -0.4424 -0.5182
H: 3.9271 -0.9470 -1.3519
O: 3.1636 -0.3532 -1.3657

The orbital gap is 9.9 eV. Its total charge is 0. Its SMILES is NCCS.O.O.O. Its HOMO energy is -9.202 eV.

Atom charges from the natural (NBO) analysis, given in e for atoms 1 to 4:
1 C -0.222
2 C -0.512
3 S -0.100
4 N -0.869



Run b
Below is 5 unconnected molecules or ions with the total composition C2H13NO3S, with properties calculated with ωB97M-V with the def2-TZVPD basis set.

Geometry (Å):
C: -0.5521 -0.2069 -0.2814
C: 0.0401 -0.7499 0.9933
S: 0.6293 0.6920 1.9133
N: -1.5778 -0.9365 -0.9954
H: -1.0173 0.7306 0.3128
H: 0.1710 0.2955 -0.9252
H: -0.6591 -1.3091 1.6136
H: 0.7969 -1.4782 0.6730
H: -1.3781 1.4100 0.7541
H: -2.4350 -0.4010 -1.0386
H: -1.2582 -1.0530 -1.9544
H: 0.2460 2.3522 -3.4764
H: 0.9094 2.2591 -2.0789
O: 0.2481 1.8546 -2.6587
H: -1.9119 -2.5735 -0.2364
H: -2.2314 -4.0841 -0.0392
O: -2.0562 -3.2690 0.4293
H: 1.9197 1.2155 0.1981
H: 2.9552 2.2554 -0.4915
O: 2.4227 1.4713 -0.6009

The orbital gap is 6.9 eV. Its total charge is 0. Its HOMO energy is -8.536 eV.

Atom charges from the natural (NBO) analysis, given in e for atoms 1 to 4:
1 C -0.002
2 C -0.620
3 S -0.258
4 N -0.854



Relative energies, hartree: run a 0.0000; run b 0.1502.



Run a
Below is C2H4O2S in the gas phase, with properties calculated with ωB97M-V with the def2-TZVPD basis set.

Geometry (Å):
C: -0.9253 0.1203 0.1999
C: 0.2851 0.9076 0.2105
O: 0.8566 -1.5667 0.0221
O: -0.4771 -1.5058 -0.1264
S: -2.4707 0.2479 0.2197
H: 0.9957 0.5107 0.8950
H: -0.0016 1.8700 0.4018
H: 0.6229 0.7886 -0.9303
H: 1.1144 -1.3725 -0.8921

The orbital gap is 8.9 eV. Its total charge is 0. Its SMILES is CC(=S)OO. Its HOMO energy is -9.071 eV.

Atom charges from the natural (NBO) analysis, given in e for atoms 1 to 4:
1 C 0.111
2 C -0.715
3 O -0.439
4 O -0.320



Run b
Below is 2 unconnected molecules or ions with the total composition C2H4O2S, with properties calculated with ωB97M-V with the def2-TZVPD basis set.

Geometry (Å):
C: -0.8957 -0.1093 0.7467
C: 1.1205 -1.2160 -0.2339
O: -1.9744 2.2674 0.0120
O: 0.5182 2.1461 0.2405
S: -0.7639 1.4849 0.0927
H: -1.8193 -0.6516 0.1829
H: 1.5315 -1.6766 0.6965
H: 1.6682 -0.4376 -0.5879
H: 0.6149 -1.8072 -1.1494

The orbital gap (spin up / spin down) is 8.2 / 8.2 eV. Its total charge is 0. Its HOMO energy (spin up / spin down) is -9.626 / -9.626 eV.

Atom charges from the natural (NBO) analysis, given in e for atoms 1 to 4:
1 C -0.671
2 C -0.408
3 O -0.846
4 O -0.851



Relative energies, hartree: run a 0.0000; run b 0.0719.



Run a
Below is 2 unconnected molecules or ions with the total composition C2H4O2S, with properties calculated with ωB97M-V with the def2-TZVPD basis set.

Geometry (Å):
C: -0.2818 -2.1179 -0.7693
C: 0.6006 -1.3782 -1.4121
O: -0.5116 2.6281 0.9614
O: -1.1065 -2.6693 -0.1513
S: -0.3886 1.1530 1.6565
H: 0.8633 -1.7616 -2.3395
H: 0.5997 -0.3336 -1.2469
H: 0.0557 1.6365 2.9889
H: 0.1690 2.8431 0.3123

The orbital gap is 9.6 eV. Its total charge is 0. Its SMILES is C=C=O.OS. Its HOMO energy is -9.306 eV.

Atom charges from the natural (NBO) analysis, given in e for atoms 1 to 4:
1 C 0.740
2 C -0.796
3 O -0.865
4 O -0.454



Run b
Below is C2H4O2S in the gas phase, with properties calculated with ωB97M-V with the def2-TZVPD basis set.

Geometry (Å):
C: 0.2584 -0.0657 -0.0042
C: 1.4635 0.3214 0.7488
O: -0.6574 -0.7131 0.8005
O: -1.9866 -0.8146 0.2123
S: 1.8850 -0.1208 2.2558
H: -0.1166 0.8751 -0.5410
H: 0.7211 -0.8661 -0.7523
H: 1.8841 1.2084 0.1970
H: -2.1579 -1.8016 0.3178

The orbital gap is 8.5 eV. Its total charge is 0. Its SMILES is OOCC=S. Its HOMO energy is -8.857 eV.

Atom charges from the natural (NBO) analysis, given in e for atoms 1 to 4:
1 C -0.161
2 C -0.287
3 O -0.285
4 O -0.438



Run c
Below is C2H4O2S in the gas phase, with properties calculated with ωB97M-V with the def2-TZVPD basis set.

Geometry (Å):
O: -2.0025 0.7211 0.6693
O: -0.7920 -1.1296 1.3306
S: 1.7061 -0.3270 -0.1705
C: -1.0385 -0.0077 0.5796
C: -0.0048 0.3541 -0.4937
H: 0.0113 -1.5832 1.0508
H: 2.4534 0.4970 -0.9759
H: -0.3671 0.0325 -1.4511
H: 0.0340 1.4428 -0.5392

The orbital gap is 10.3 eV. Its total charge is 0. Its SMILES is O=C(O)CS. Its HOMO energy is -9.877 eV.

Atom charges from the natural (NBO) analysis, given in e for atoms 1 to 4:
1 O -0.547
2 O -0.668
3 S -0.109
4 C 0.790



Relative energies, hartree: run a 0.0855; run b 0.1581; run c 0.0000.



Run a
Below is 2 unconnected molecules or ions with the total composition C3H10NOS, with properties calculated with ωB97M-V with the def2-TZVPD basis set.

Geometry (Å):
C: 0.0104 -0.7942 1.7199
S: 1.7719 -0.2810 1.5445
C: 2.0793 -0.8369 -0.1576
H: -0.5196 0.1258 1.5460
H: -0.1035 -1.1353 2.7458
H: -0.2361 -1.6121 1.0517
H: 1.7435 -1.8620 -0.2606
H: 1.6308 -0.1087 -0.8291
H: 3.1449 -0.8796 -0.3790
N: -1.1118 1.9022 -0.8090
C: -1.5769 0.6241 -1.2523
O: -1.9587 -0.2777 -0.3474
H: -1.6008 2.1793 0.0358
H: -0.1157 2.0442 -0.7302
H: -2.3787 0.7435 -2.0055
H: -0.7790 0.1685 -1.8732

The orbital gap (spin up / spin down) is 9.3 / 6.8 eV. Its total charge is 0. Its spin multiplicity is 2. Its HOMO energy (spin up / spin down) is -8.435 / -8.431 eV. Its expectation value of S² is 0.75.

Atom charges from the natural (NBO) analysis, given in e for atoms 1 to 4:
1 C -0.718
2 S 0.139
3 C -0.739
4 H 0.224



Run b
Below is 2 unconnected molecules or ions with the total composition C3H10NOS, with properties calculated with ωB97M-V with the def2-TZVPD basis set.

Geometry (Å):
C: -0.8593 1.7968 0.8948
S: -2.0564 0.2927 0.4590
C: -0.8960 -0.8584 1.5432
H: -0.7278 2.2525 -0.0398
H: -1.3084 2.4286 1.7090
H: 0.0926 1.3955 1.2798
H: -0.8291 -0.5966 2.5781
H: 0.1532 -0.7652 1.0666
H: -1.2919 -1.8428 1.3387
N: 0.4952 -1.3173 -1.7809
C: 1.3745 -0.0789 -1.6410
O: 2.1119 0.1832 -0.5608
H: -0.1349 -1.4658 -0.9481
H: 1.1641 -2.0471 -1.6172
H: 0.7165 0.8540 -1.7479
H: 1.9955 -0.2311 -2.5336

The orbital gap (spin up / spin down) is 9.7 / 7.1 eV. Its total charge is 0. Its spin multiplicity is 2. Its HOMO energy (spin up / spin down) is -8.874 / -8.874 eV. Its expectation value of S² is 0.75.

Atom charges from the natural (NBO) analysis, given in e for atoms 1 to 4:
1 C -0.667
2 S 0.060
3 C -0.683
4 H 0.208



Relative energies, hartree: run a 0.0000; run b 0.0269.